Below is a cluster of 16 separate species, C66H99F24N8O14P4 in total in a non-equilibrium geometry, with properties calculated with ωB97M-V/def2-TZVPD.

Total charge = -3
E_LUMO = 2.46 eV
Strongest force on any atom = 0.088 hartree/bohr
E_HOMO = -0.0529 Eh
Total energy = -213029.77254 eV
HOMO-LUMO gap = 3.899 eV

```
215
Properties=species:S:1:pos:R:3:forces:R:3:mulliken_charge:R:1
C -26.65678 -2.49857 11.21091 -0.39 0.06 0.74 -1.371
C -26.29155 -1.00340 11.41941 -0.29 0.39 -0.47 -0.104
C -27.27828 -0.09144 10.70750 0.54 0.24 -0.17 -1.137
N -26.92601 1.45371 10.79758 -2.41 -2.37 -0.15 1.197
C -26.78573 1.85610 12.24831 1.10 0.53 -0.63 -1.195
C -28.14722 2.14493 10.15461 0.82 1.07 -1.07 -0.561
C -27.78810 2.25047 8.64864 -0.91 0.98 0.61 0.857
C -26.29773 2.09538 8.53066 0.46 -2.20 -0.85 0.828
C -25.77029 1.84452 9.89109 1.04 1.20 2.31 -0.938
H -27.00815 -2.73465 10.20646 0.89 0.27 -0.47 0.374
H -27.51875 -2.91308 11.73368 -0.18 0.69 0.80 0.371
H -25.83819 -3.13525 11.54651 0.13 0.01 -0.49 0.355
H -25.32389 -0.83351 10.94732 0.15 -0.11 0.05 0.268
H -26.20709 -0.59698 12.42727 0.07 -0.92 0.38 0.392
H -28.29584 -0.23798 11.06972 0.06 0.36 0.31 0.505
H -27.28959 -0.45859 9.68125 -0.01 0.88 -0.39 0.434
H -25.75383 1.68902 12.55713 -0.03 -0.28 -0.03 0.489
H -27.46202 1.34124 12.93069 -0.20 -0.01 -0.46 0.312
H -26.88381 2.94085 12.29083 -0.24 -0.01 -0.03 0.297
H -28.20210 3.15785 10.55346 0.05 -0.16 0.25 -0.213
H -29.10475 1.63826 10.27514 0.37 -0.21 0.54 0.260
H -28.03082 3.25131 8.29157 -0.64 -0.20 0.02 -0.863
H -28.38783 1.50955 8.12001 0.33 0.15 -0.39 0.285
H -25.71724 2.83907 7.98469 -0.34 0.07 0.22 -0.513
H -26.12223 1.14174 8.03281 0.18 0.19 -0.69 0.187
H -25.39426 2.74119 10.38372 0.00 0.40 -0.15 -0.243
H -24.93567 1.14866 9.97650 -0.32 -0.35 -0.11 0.544
C -19.32360 4.51464 6.51874 0.24 0.85 -0.54 -1.210
C -19.61776 4.82457 4.99536 -0.50 -1.29 0.86 -0.130
C -20.11663 6.19079 4.54948 0.43 0.79 0.01 0.025
N -20.04232 6.47736 3.03756 0.43 -1.53 -0.30 0.480
C -20.91579 5.39799 2.27542 0.72 1.46 0.43 -0.733
C -18.56440 6.36531 2.51936 -0.97 -0.07 1.23 -0.833
C -18.48559 7.25572 1.28069 -0.52 -1.05 1.13 -0.622
C -19.64793 8.20495 1.42425 -2.01 0.57 -0.86 -0.769
C -20.41938 7.93122 2.69015 1.06 -0.89 0.98 -0.545
H -18.79896 5.30238 7.05940 0.11 0.12 -0.09 0.365
H -18.70891 3.61487 6.54426 0.01 0.02 -0.01 0.378
H -20.23160 4.27200 7.07079 -0.05 0.20 -0.22 0.152
H -20.40029 4.06970 4.91844 -0.26 0.09 -1.07 0.131
H -18.78353 4.47997 4.38428 0.16 0.14 0.09 0.160
H -19.50415 7.00501 4.93681 0.00 -0.04 0.37 0.452
H -21.13464 6.38743 4.88575 -0.05 0.09 -0.22 -0.185
H -21.06667 5.73379 1.24947 -0.23 0.18 0.14 0.494
H -21.85832 5.32287 2.81773 0.06 -0.07 -0.23 0.098
H -20.36954 4.45535 2.24187 -0.09 0.13 0.40 0.298
H -18.35587 5.30240 2.39750 -0.03 0.17 -0.36 0.443
H -17.89863 6.69579 3.31662 -0.26 0.24 0.18 0.426
H -18.74650 6.56229 0.48120 0.95 0.54 -0.65 0.354
H -17.53392 7.78707 1.28996 0.04 -0.46 -0.70 0.326
H -20.36487 7.99858 0.62958 0.27 0.62 -0.50 0.168
H -19.40155 9.26389 1.50203 0.14 -0.10 -0.69 0.504
H -21.50071 8.06438 2.72323 0.13 0.04 -0.17 0.268
H -19.92506 8.60161 3.39323 -0.61 -0.54 0.94 0.453
C -24.29694 12.21705 8.61536 -0.70 0.87 -0.29 -0.947
N -25.38241 11.35657 9.08479 -0.55 -1.33 0.79 0.197
C -26.66391 11.73436 8.92671 -1.08 -0.54 -0.47 -1.358
C -27.77282 10.89562 9.24615 3.12 -1.07 0.72 -0.517
C -27.40407 9.62184 9.80132 -1.01 1.32 0.30 1.707
C -26.04784 9.30321 10.01403 -0.67 -0.81 -0.38 -0.938
C -25.06120 10.16669 9.65264 -0.06 1.16 -0.91 -0.439
C -28.52497 8.76002 10.34607 0.03 -0.34 0.13 1.193
C -29.67333 9.37616 10.81768 -0.60 0.73 -0.93 -0.600
C -30.73615 8.66092 11.30504 0.50 -0.94 1.53 -0.826
N -30.59955 7.32491 11.54559 -0.31 -0.58 -1.88 0.358
C -29.55762 6.63105 11.02064 0.91 2.10 0.29 -0.968
C -28.48779 7.37116 10.48715 0.24 -0.66 0.34 0.126
C -31.62306 6.52301 12.25783 -0.01 1.31 0.29 -1.149
H -24.55301 12.40211 7.57215 0.26 0.37 -0.26 0.300
H -23.30677 11.76754 8.69021 -0.34 -0.16 0.04 0.376
H -24.43614 13.12868 9.19644 0.51 0.20 -0.20 0.337
H -26.78168 12.69108 8.43967 -0.16 0.16 -0.21 0.637
H -28.79730 11.21346 9.12039 -0.16 0.34 -0.12 0.372
H -25.77294 8.31309 10.34642 0.02 -0.08 0.37 0.580
H -23.98795 10.05214 9.69045 -0.12 -0.67 0.28 0.389
H -29.82981 10.44312 10.75856 -0.17 0.33 0.06 0.709
H -31.59462 9.15564 11.73479 -0.26 0.00 -0.22 0.539
H -29.54132 5.55804 11.14215 -0.05 0.09 -0.08 0.359
H -27.54398 6.86458 10.34933 0.07 -0.53 -0.52 0.097
H -32.31497 7.24065 12.69868 -0.08 -0.19 0.08 0.396
H -31.03363 6.03571 13.03449 -0.54 -0.47 -0.04 0.465
H -32.21594 5.89872 11.58936 0.46 -0.12 -0.03 0.182
C -37.45157 7.63439 7.61160 0.25 -0.26 -0.33 -0.972
N -36.41617 7.35175 6.61425 1.55 0.49 -1.67 0.121
C -36.22834 8.23948 5.57043 0.54 -0.42 0.40 -0.304
C -35.20049 8.06613 4.69703 1.99 -1.56 -0.51 -0.608
C -34.32423 6.95502 4.84650 1.88 0.41 -0.64 0.911
C -34.45095 6.14087 5.93710 -0.87 -0.33 0.96 -0.650
C -35.52777 6.32930 6.79715 -0.46 1.15 -0.05 -0.413
C -33.05954 6.69437 3.98065 0.07 1.12 -2.08 0.838
C -33.14158 7.00146 2.58073 1.97 -0.16 0.45 -0.909
C -31.98516 6.87701 1.77036 0.19 0.07 1.73 -0.525
N -30.77124 6.58775 2.31308 -0.93 -0.49 1.29 0.463
C -30.64113 6.33075 3.63855 -1.29 -0.72 -0.67 -0.490
C -31.75655 6.29658 4.42777 -2.35 0.76 0.93 0.408
C -29.56529 6.58451 1.52416 1.18 1.12 -0.59 -0.713
H -37.95926 6.68399 7.77628 -0.31 0.29 0.18 0.365
H -38.07406 8.39504 7.14040 -0.19 -0.07 0.64 0.375
H -36.94955 7.97642 8.51663 -0.27 0.24 0.05 0.325
H -36.74767 9.17539 5.42631 -0.76 -0.22 0.90 0.413
H -34.87614 8.79368 3.96774 -0.58 0.36 -0.11 0.356
H -33.67512 5.41479 6.13021 -0.14 -0.43 0.29 0.749
H -35.70012 5.78513 7.71397 0.17 -0.26 -0.05 0.383
H -33.94395 7.52431 2.08149 -0.48 -0.41 0.28 0.432
H -31.96387 7.09658 0.71313 -0.10 0.09 0.05 0.413
H -29.71917 5.99233 4.08787 0.48 0.24 -0.62 0.308
H -31.59656 6.08207 5.47409 -0.05 -0.34 0.06 -0.386
H -29.40073 7.62476 1.24325 -0.30 0.04 -0.79 0.503
H -29.63380 5.87808 0.69690 0.16 0.16 0.18 0.355
H -28.67298 6.44176 2.13368 -0.24 -1.02 0.16 -0.207
C -24.30131 6.09120 4.73786 -1.14 0.85 0.39 -1.207
N -25.61191 6.63100 5.26404 1.05 0.61 -0.05 1.181
C -26.01034 6.24214 6.46387 -2.55 0.70 0.92 -0.337
C -27.21823 6.79577 7.01234 1.04 -0.33 -1.39 -0.998
C -27.95497 7.72873 6.24120 -0.73 -1.52 0.81 0.002
C -27.54762 7.94468 4.93398 0.22 1.47 0.87 -0.853
C -26.29485 7.54842 4.55343 -0.42 -1.43 -1.19 -0.338
C -29.30667 8.24584 6.73093 1.29 0.95 -0.57 2.175
C -30.22613 7.34396 7.23513 -0.81 0.77 0.52 -0.755
C -31.41777 7.86118 7.70719 -0.51 1.87 -0.52 -0.632
N -31.74081 9.23913 7.62270 2.19 -2.59 -0.53 1.535
C -30.83538 10.11953 7.10212 -0.12 -1.69 0.75 -0.507
C -29.59160 9.62078 6.64768 -0.60 -0.62 0.40 -1.135
C -33.02411 9.71019 8.17970 0.65 0.54 -0.58 -0.755
H -23.88723 5.47561 5.53642 -0.02 -0.23 -0.42 -0.095
H -23.69393 6.98747 4.61182 0.29 -0.11 -0.34 0.658
H -24.56264 5.57457 3.81434 0.36 -0.14 0.08 0.200
H -25.42531 5.45587 6.91763 -0.11 0.05 0.29 0.541
H -27.64233 6.36938 7.90942 0.26 0.19 0.31 0.412
H -28.15395 8.59290 4.31869 0.14 0.09 -0.38 0.586
H -25.94857 7.74530 3.54957 0.37 0.12 -0.01 0.489
H -30.03217 6.28193 7.26452 -0.17 -0.26 0.26 -0.429
H -32.19857 7.24254 8.12435 -0.10 0.01 0.19 0.569
H -31.16465 11.14427 7.19088 0.38 0.29 -0.38 0.681
H -28.84474 10.25611 6.19497 -0.18 0.43 0.07 0.138
H -33.80233 8.95528 8.06760 0.29 0.01 0.27 -0.205
H -33.25345 10.57696 7.55985 -0.37 0.12 0.57 0.610
H -32.79007 9.95283 9.21626 -0.68 0.20 -0.01 0.079
P -24.62933 6.90818 0.35903 -0.28 -0.29 -2.12 1.310
F -26.15939 7.17583 0.83433 0.81 -0.32 0.65 -0.334
F -25.14968 5.81607 -0.80530 0.18 -0.18 1.53 -0.425
F -24.87887 7.98867 -0.80953 0.14 1.44 0.58 -0.402
F -23.12266 6.75550 -0.31020 0.29 -0.53 1.14 -0.420
F -23.98722 7.97713 1.46734 -0.84 -0.59 -0.99 -0.350
F -24.40426 5.72224 1.44335 0.05 0.42 -0.63 -0.348
P -36.43075 11.80472 8.02291 0.91 1.95 2.11 1.294
F -35.80234 10.71702 6.96199 -1.15 -0.45 0.06 -0.310
F -34.88557 12.10903 8.41246 0.05 0.84 -0.91 -0.378
F -36.56044 12.91522 6.82510 0.51 -0.85 0.49 -0.393
F -36.84788 13.00997 9.09916 -0.56 -0.77 -1.02 -0.394
F -37.97876 11.36103 7.72514 0.68 -0.15 0.01 -0.410
F -36.39103 10.80026 9.30754 -0.72 -0.88 -0.95 -0.337
P -31.35416 10.48744 3.46921 0.20 1.57 -0.92 1.631
F -32.62899 11.05085 4.35880 0.56 -1.04 -0.04 -0.422
F -31.49281 11.76772 2.52083 0.30 0.11 -0.18 -0.361
F -30.35378 11.30133 4.43170 -0.06 -0.74 -0.12 -0.348
F -30.05612 9.93325 2.53863 -1.54 0.03 0.98 -0.399
F -31.21667 9.13876 4.40267 -0.49 0.41 -0.61 -0.423
F -32.45846 9.76067 2.45682 0.69 -0.69 0.70 -0.374
P -23.15890 2.13375 6.10807 -0.96 -1.11 -0.36 1.311
F -24.68400 2.02895 5.54618 0.09 -0.27 1.16 -0.378
F -23.60275 3.31917 7.09702 -0.18 1.06 -0.45 -0.421
F -23.37734 1.13122 7.45882 -0.29 0.44 -1.04 -0.410
F -21.62415 2.37916 6.61191 -0.36 -0.46 -1.13 -0.358
F -22.86631 0.74571 5.27957 0.95 1.37 0.20 -0.409
F -22.93498 3.14580 4.76017 0.84 -0.92 1.74 -0.325
C -25.63285 11.18383 4.91140 -0.09 0.09 0.98 0.461
C -26.43512 12.51046 5.05351 0.06 0.99 -1.15 0.487
O -26.25367 13.19267 6.09619 0.54 -0.48 1.68 -0.725
O -27.15380 12.90415 4.11989 0.09 -0.92 -0.34 -0.770
H -26.32878 10.34605 4.95494 -0.11 -0.08 -0.39 -0.557
H -24.98421 11.06219 5.77890 0.12 0.04 0.12 -0.279
H -24.96214 11.09223 4.05707 -0.44 0.20 -0.28 0.451
C -32.09641 3.02641 8.97107 0.06 0.41 0.01 -1.446
C -31.19321 3.97942 8.18293 -1.46 -1.32 -1.01 0.692
O -30.41141 4.63065 8.83307 2.86 2.07 2.84 -0.111
O -31.34293 4.09838 6.96315 -0.94 -0.12 -1.72 -0.713
H -31.73991 3.02514 10.00112 -0.08 -0.34 0.04 0.207
H -32.16034 2.02964 8.53463 -0.13 0.09 0.01 0.347
H -33.05708 3.54133 8.96419 -0.31 -0.43 0.03 0.167
C -22.25546 8.37364 7.40315 -0.03 -0.69 1.06 0.356
C -22.23754 9.44853 6.35891 -0.08 1.87 -0.11 0.252
O -22.02664 9.15426 5.18537 0.77 -2.24 -2.17 -0.548
O -22.46050 10.63078 6.67963 -0.25 0.62 1.84 -0.755
H -22.68898 8.72939 8.33781 -0.51 -0.06 -0.16 -0.299
H -21.28891 8.01959 7.76163 0.49 0.12 -0.53 0.404
H -22.76206 7.48658 7.02287 -0.23 -0.03 0.15 -0.299
C -31.16275 14.38183 10.76444 0.34 1.11 0.70 -1.215
C -31.07509 12.91367 10.51240 -1.16 -1.82 1.04 0.849
O -30.77109 12.48319 9.37385 0.61 -0.06 -0.29 -0.615
O -31.40516 12.18687 11.50371 0.68 -0.03 -0.56 -0.736
H -32.01057 14.83637 10.25189 0.33 0.04 -0.45 0.260
H -30.19909 14.84406 10.55042 -0.15 0.29 -0.66 0.266
H -31.31452 14.59743 11.82207 -0.16 -0.35 0.11 0.352
C -23.69049 6.09745 9.78301 0.00 0.48 0.13 -0.525
C -24.50501 5.37122 10.87299 2.35 -0.04 0.88 0.324
O -25.72674 5.35604 10.74677 -2.69 -0.03 -0.59 -0.486
O -23.86237 4.88618 11.84036 -0.01 -0.04 -0.49 -0.861
H -23.21533 6.98465 10.20159 0.15 0.01 0.39 0.409
H -24.32618 6.50953 8.99931 -0.07 -0.40 -0.25 -0.231
H -22.87036 5.50011 9.38469 -0.21 -0.17 -0.09 0.530
C -28.07672 3.54060 5.22804 0.33 -0.57 0.66 0.777
C -28.10095 3.93129 3.73898 -2.28 -1.78 -0.77 -0.123
O -28.93669 3.39000 2.96687 -0.98 -0.58 0.81 -0.847
O -27.30227 4.73646 3.30631 2.58 2.82 0.47 -0.335
H -27.04625 3.28880 5.47871 0.27 0.16 0.07 -0.252
H -28.66114 2.67664 5.54449 -0.25 -0.21 -0.72 0.518
H -28.42059 4.27733 5.95405 0.05 0.69 -0.31 -0.517
C -34.92953 5.54367 10.28612 -0.44 -1.51 -1.10 -0.554
C -34.79013 6.90815 10.88754 0.58 -0.59 2.40 0.457
O -33.94835 7.64492 10.37846 1.32 1.40 -1.67 -0.366
O -35.33071 7.07296 11.99923 -0.81 -0.06 0.01 -0.837
H -35.94753 5.35185 9.94701 -0.30 -0.06 0.05 0.500
H -34.69296 4.74005 10.98350 -0.14 0.18 0.39 0.394
H -34.26444 5.35277 9.44391 0.11 0.36 -0.22 -0.369
```
Forces are in eV/Å.